No. 1
The following is a quantum chemistry calculation of 3 unconnected molecules or ions with the total composition C27H50F2N3O5S2Si at a distorted geometry, from OMol25.

Structure (XYZ):
```
90
Properties=species:S:1:pos:R:3:lowdin_charge:R:1
C -1.226 6.301 -3.605 -0.12
O -2.339 5.496 -3.074 -0.29
C -3.641 6.157 -3.253 -0.22
C -4.384 5.847 -4.686 -0.18
C -4.382 4.257 -5.122 -0.20
C -3.056 3.996 -6.050 -0.20
C -2.472 2.456 -5.999 -0.16
C -2.164 2.031 -4.447 -0.18
N -1.105 0.965 -4.269 0.00
C -1.483 0.169 -3.040 -0.15
N -2.066 0.734 -1.751 0.13
N -1.344 -1.225 -3.071 0.25
C 0.297 1.527 -4.205 -0.25
F 0.641 2.382 -5.401 -0.01
F 1.222 0.337 -4.318 -0.02
C 0.624 2.445 -2.887 -0.13
C 1.586 1.664 -1.772 -0.25
Si 1.401 2.372 0.024 0.51
C 0.111 3.792 0.193 -0.23
C 3.164 3.117 0.467 -0.23
C 0.966 0.826 1.148 -0.24
C 2.065 -0.430 1.069 -0.07
C 1.817 -1.814 1.918 -0.06
C 0.457 -1.911 2.828 -0.04
C -0.633 -0.647 2.929 -0.03
C -0.397 0.768 2.070 -0.07
H -0.424 6.398 -2.731 0.10
H -1.531 7.379 -3.948 0.11
H -0.675 5.689 -4.465 0.10
H -3.520 7.311 -3.022 0.13
H -4.363 5.737 -2.408 0.14
H -5.493 6.267 -4.583 0.13
H -3.874 6.474 -5.546 0.12
H -5.383 4.082 -5.746 0.13
H -4.454 3.595 -4.157 0.10
H -3.390 4.182 -7.181 0.13
H -2.241 4.825 -5.832 0.10
H -1.552 2.415 -6.721 0.12
H -3.288 1.727 -6.436 0.12
H -3.177 1.563 -4.024 0.14
H -1.989 3.015 -3.838 0.12
H -3.023 1.132 -1.892 0.11
H -1.417 1.401 -1.280 0.07
H -1.469 -1.804 -3.933 0.16
H -1.182 -1.696 -2.143 0.16
H 1.287 3.366 -3.258 0.15
H -0.338 2.915 -2.418 0.08
H 1.245 0.531 -1.765 0.07
H 2.734 1.661 -2.097 0.11
H -0.924 3.386 -0.238 0.03
H -0.104 4.056 1.328 0.07
H 0.407 4.785 -0.389 0.06
H 4.036 2.365 0.245 0.04
H 3.191 3.464 1.585 0.05
H 3.347 4.080 -0.213 0.06
H 3.023 -0.341 0.373 0.09
H 2.627 -2.672 1.804 0.06
H 0.276 -2.927 3.408 0.08
H -1.604 -0.732 3.614 0.07
H -1.156 1.673 2.095 0.08
C -1.765 -5.695 6.320 -0.22
C -2.113 -5.603 4.835 -0.22
C -3.013 -4.382 4.649 -0.23
S -2.579 -3.239 5.951 0.67
O -3.714 -3.099 6.839 -0.31
O -1.900 -2.095 5.375 -0.35
C -1.371 -4.286 6.739 -0.23
H -0.958 -6.410 6.505 0.12
H -2.645 -6.022 6.886 0.12
H -1.193 -5.476 4.252 0.11
H -2.604 -6.514 4.478 0.12
H -2.850 -3.907 3.679 0.10
H -4.069 -4.642 4.764 0.11
H -1.395 -4.137 7.820 0.11
H -0.387 -4.018 6.343 0.11
C 6.225 -5.886 2.144 -0.22
C 6.729 -4.628 2.849 -0.22
C 5.504 -3.830 3.294 -0.23
S 4.196 -5.021 3.545 0.67
O 3.159 -4.780 2.564 -0.35
O 3.913 -5.126 4.963 -0.32
C 5.132 -6.451 3.039 -0.23
H 7.029 -6.612 1.985 0.12
H 5.810 -5.620 1.165 0.12
H 7.321 -4.913 3.727 0.12
H 7.374 -4.030 2.198 0.12
H 5.691 -3.293 4.227 0.11
H 5.180 -3.129 2.519 0.10
H 4.481 -7.161 2.526 0.11
H 5.555 -6.909 3.938 0.11
```

- orbital gap (eV) = 5.22
- charge = +1
- LUMO level (eV) = -5.10

No. 2
The following is a quantum chemistry calculation of a molecular structure, C27H50N2O2P2PdS at a distorted geometry, from OMol25.

Structure (XYZ):
```
85
Properties=species:S:1:pos:R:3:lowdin_spin:R:1
Pd -0.101 0.481 -0.334 0.07
C 1.368 1.339 0.583 0.01
O 2.200 1.915 1.140 0.00
C -1.104 -1.171 -0.530 0.00
O -1.533 -2.238 -0.702 0.00
P 1.574 -0.571 -1.783 0.06
C 2.632 -1.963 -1.205 0.00
H 3.230 -2.240 -2.092 0.00
C 0.835 -1.298 -3.315 0.01
H -0.003 -1.887 -2.903 0.00
C 2.826 0.691 -2.289 0.01
H 3.342 0.919 -1.340 0.00
C -1.528 3.009 1.493 0.00
P -1.602 1.166 1.440 0.01
H -2.380 1.099 3.666 0.01
H -0.505 3.201 1.858 0.00
C -3.407 0.873 1.110 0.00
H -3.885 1.728 1.615 0.00
C 0.256 -0.220 -4.233 0.00
H 1.039 0.332 -4.771 0.00
H -0.389 0.493 -3.700 0.00
H -0.362 -0.717 -4.995 0.00
C 1.732 -2.260 -4.105 0.01
H 1.195 -2.548 -5.019 0.00
H 1.949 -3.183 -3.556 0.00
H 2.675 -1.795 -4.415 0.00
C 3.875 0.186 -3.285 0.01
H 4.393 -0.720 -2.944 0.00
H 4.643 0.966 -3.389 0.00
H 3.450 0.018 -4.284 0.00
C 2.174 1.989 -2.779 0.00
H 2.929 2.787 -2.728 0.00
H 1.320 2.297 -2.157 0.00
H 1.848 1.914 -3.824 0.00
C 3.604 -1.535 -0.113 0.01
H 4.258 -0.708 -0.432 0.00
H 4.250 -2.394 0.132 0.00
H 3.082 -1.266 0.816 0.00
C 1.806 -3.181 -0.782 0.00
H 1.183 -2.962 0.093 0.00
H 2.497 -3.997 -0.515 0.00
H 1.149 -3.543 -1.585 0.00
C -2.521 3.648 2.475 0.00
H -2.520 3.181 3.467 0.00
H -3.547 3.633 2.081 0.00
H -2.233 4.700 2.611 0.00
C -1.656 3.621 0.097 0.00
H -2.693 3.610 -0.261 0.00
C -1.288 -0.736 3.491 0.02
H -1.024 3.111 -0.644 0.00
H -1.327 4.669 0.147 0.00
C -0.290 1.558 3.941 0.00
H -0.245 -1.080 3.477 0.01
H -1.719 -0.972 4.483 0.00
H -1.818 -1.348 2.745 0.00
C -1.410 0.775 3.242 0.01
H -0.075 1.092 4.914 0.00
H -0.582 2.599 4.133 0.00
H 0.642 1.564 3.356 0.00
C -3.978 -0.418 1.710 0.00
H -3.521 -1.313 1.258 0.00
H -5.054 -0.448 1.481 0.00
H -3.869 -0.468 2.800 0.00
C -3.737 0.927 -0.383 0.00
H -3.392 1.844 -0.871 0.00
H -4.831 0.871 -0.495 0.00
H -3.292 0.068 -0.904 0.00
H 0.536 -0.996 1.375 0.04
H 1.075 -1.270 0.915 0.04
N 2.596 -1.734 2.958 0.38
C 1.763 -2.827 2.994 0.53
N 0.593 -2.878 2.410 0.79
C -0.038 -4.094 2.541 0.20
C -1.359 -4.396 2.164 0.28
C -1.928 -5.595 2.588 0.10
C -1.169 -6.518 3.314 0.26
C 0.167 -6.234 3.657 0.27
C 0.738 -5.034 3.267 0.19
S 2.329 -4.348 3.639 0.59
H 3.449 -1.844 3.481 0.01
H 2.146 -0.811 3.017 0.02
H -1.915 -3.687 1.552 0.01
H -2.969 -5.817 2.349 0.00
H -1.624 -7.454 3.636 0.01
H 0.756 -6.922 4.256 0.01
```

- orbital gap (spin up / spin down) (eV) = 5.21 / 3.46
- charge = +4
- LUMO level (spin up / spin down) (eV) = -12.44 / -16.92
- <S²> = 6.03
- spin multiplicity = 5

No. 3
The following is a quantum chemistry calculation of 3 unconnected molecules or ions with the total composition C27H50N3O3, from OMol25.

Structure (XYZ):
```
83
Properties=species:S:1:pos:R:3:lowdin_spin:R:1
C -0.584 0.224 0.610 0.00
C -2.024 0.487 0.128 0.00
C -3.098 -0.137 1.034 0.00
C -3.519 0.782 2.182 0.00
O -3.454 0.174 3.513 0.00
N -2.210 -0.327 3.782 0.00
C -1.190 0.516 3.987 0.00
C 0.047 0.010 4.283 0.00
C 0.218 -1.367 4.356 0.00
C -0.874 -2.207 4.150 0.00
C -2.097 -1.659 3.866 0.00
H -0.532 -0.661 1.256 0.00
H 0.084 0.036 -0.232 0.00
H -0.170 1.073 1.161 0.00
H -2.187 1.566 0.048 0.00
H -2.141 0.061 -0.871 0.00
H -3.985 -0.377 0.443 0.00
H -2.727 -1.096 1.408 0.00
H -4.574 1.049 2.113 0.00
H -2.941 1.710 2.198 0.00
H -1.392 1.577 3.911 0.00
H 0.873 0.691 4.451 0.00
H 1.190 -1.797 4.567 0.00
H -0.788 -3.285 4.186 0.00
H -3.005 -2.221 3.680 0.00
C 0.775 6.337 -1.816 0.00
C 0.213 4.926 -2.094 0.03
C 0.450 4.507 -3.551 0.02
C -0.466 5.194 -4.561 0.00
C -1.930 5.052 -4.153 0.02
C -2.203 5.555 -2.735 0.03
N -1.258 4.856 -1.800 0.40
O -1.651 3.679 -1.486 0.50
C -2.062 7.080 -2.669 0.00
C -3.627 5.218 -2.313 0.00
C 0.928 3.948 -1.169 0.00
H 0.115 6.909 -1.168 0.00
H 1.734 6.262 -1.305 0.00
H 0.939 6.911 -2.727 0.00
H 0.304 3.425 -3.628 0.00
H 1.498 4.702 -3.791 0.00
H -0.198 6.248 -4.674 0.00
H -0.318 4.738 -5.541 0.00
H -2.577 5.599 -4.842 0.00
H -2.218 3.998 -4.215 0.00
H -2.181 7.436 -1.645 0.00
H -2.852 7.524 -3.275 0.00
H -1.118 7.454 -3.053 0.00
H -3.836 4.156 -2.403 0.00
H -4.320 5.761 -2.956 0.00
H -3.808 5.521 -1.280 0.00
H 0.720 4.178 -0.122 0.00
H 2.001 4.041 -1.336 0.00
H 0.638 2.919 -1.362 0.00
C 2.998 -6.525 -0.892 0.00
C 3.341 -5.167 -0.242 0.03
C 4.039 -5.356 1.112 0.02
C 3.115 -5.796 2.247 0.00
C 1.904 -4.872 2.350 0.02
C 1.142 -4.750 1.028 0.03
N 2.110 -4.335 -0.035 0.39
O 2.342 -3.076 -0.018 0.51
C 0.430 -6.067 0.701 0.00
C 0.074 -3.671 1.122 0.00
C 4.267 -4.412 -1.186 0.00
H 2.024 -6.501 -1.376 0.00
H 3.728 -6.762 -1.664 0.00
H 3.005 -7.349 -0.178 0.00
H 4.510 -4.409 1.392 0.00
H 4.845 -6.080 0.977 0.00
H 2.797 -6.832 2.111 0.00
H 3.670 -5.772 3.186 0.00
H 1.212 -5.229 3.120 0.00
H 2.244 -3.875 2.654 0.00
H -0.053 -6.013 -0.275 0.00
H -0.343 -6.243 1.451 0.00
H 1.084 -6.933 0.709 0.00
H 0.496 -2.713 1.419 0.00
H -0.674 -3.972 1.860 0.00
H -0.434 -3.536 0.166 0.00
H 3.771 -4.198 -2.133 0.00
H 5.137 -5.040 -1.385 0.00
H 4.611 -3.474 -0.759 0.00
```

- orbital gap (spin up / spin down) (eV) = 5.82 / 7.04
- charge = +1
- LUMO level (spin up / spin down) (eV) = -4.11 / -4.11
- <S²> = 2.01
- spin multiplicity = 3